{"formula": "C14H10N6O4S3Ta", "method": "ωB97M-V with the def2-TZVPD basis set", "elements": ["Ta", "N", "C", "N", "C", "C", "S", "C", "C", "S", "C", "N", "N", "H", "H", "H", "H", "H", "H", "O", "C", "O", "C", "C", "C", "C", "C", "C", "N", "O", "O", "H", "H", "H", "H", "S", "C", "N"], "positions_angstrom": [[1.196, 1.073, -0.130], [3.046, 1.128, -3.311], [1.930, 1.830, -3.191], [1.182, 1.908, -2.064], [0.042, 2.744, -2.274], [-0.036, 3.249, -3.505], [1.282, 2.734, -4.498], [-0.803, 2.994, -1.106], [-1.862, 3.789, -0.957], [-2.461, 3.772, 0.668], [-1.246, 2.656, 1.130], [-0.425, 2.323, 0.094], [-1.130, 2.186, 2.357], [3.465, 0.604, -2.559], [3.549, 1.110, -4.188], [-0.780, 3.922, -3.904], [-2.339, 4.409, -1.700], [-1.760, 2.495, 3.085], [-0.495, 1.438, 2.595], [0.411, -0.181, 1.258], [0.250, -1.146, 0.361], [0.733, -0.764, -0.809], [-0.340, -2.388, 0.624], [-0.443, -3.361, -0.399], [-1.015, -4.580, -0.119], [-1.489, -4.843, 1.169], [-1.382, -3.872, 2.158], [-0.817, -2.650, 1.926], [-1.898, -4.157, 3.525], [-2.360, -5.253, 3.708], [-1.805, -3.255, 4.328], [-0.067, -3.144, -1.390], [-1.099, -5.337, -0.886], [-1.941, -5.795, 1.420], [-0.745, -1.935, 2.733], [5.103, 2.490, 1.902], [3.815, 2.071, 1.243], [2.732, 1.736, 0.707]], "charge": 3, "max_force_ev_per_a": 0.691, "lumo_ev": -11.84, "energy_ha": -2419.61032, "homo_ev": -17.77}